83
Properties=species:S:1:pos:R:3 method="wB97M-V/def2-TZVPD" orbital_gap_ev=6.0647 e_lumo_ev=-0.2 e_homo_ev=-6.28 fmax_ha_per_bohr=0.06548 relative_energy_ev=0.1385
N -6.95 5.16 -6.12
C -6.65 5.63 -4.91
C -5.74 4.99 -4.06
C -5.06 3.83 -4.49
C -5.36 3.38 -5.80
C -6.35 4.05 -6.55
C -4.11 3.13 -3.61
Pd -0.45 -0.10 -0.70
P 4.64 -0.66 -0.88
C -2.99 2.46 -4.03
C -1.90 2.11 -3.15
C -0.71 1.54 -3.69
C 0.43 1.40 -2.91
C 0.46 1.97 -1.58
C -0.84 2.18 -0.96
C -1.96 2.41 -1.78
Br 1.88 3.15 -0.99
H -4.32 3.23 -2.55
H -2.82 2.27 -5.09
H -5.54 5.41 -3.08
H -4.90 2.51 -6.25
H -7.15 6.55 -4.58
H -6.66 3.71 -7.54
H -0.68 1.26 -4.75
H -2.86 2.82 -1.34
H 1.34 0.93 -3.30
H -0.87 2.52 0.09
P -0.53 -2.30 -1.29
C 4.72 1.17 -0.83
C 5.99 1.77 -1.44
H 4.67 1.43 0.23
H 3.80 1.54 -1.30
H 5.96 2.87 -1.32
H 6.89 1.41 -0.94
H 6.08 1.55 -2.52
C 4.01 -1.24 -2.49
C 5.06 -2.16 -3.15
H 3.78 -0.37 -3.11
H 3.08 -1.79 -2.31
H 4.84 -2.31 -4.21
H 6.07 -1.74 -3.07
H 5.07 -3.14 -2.67
C 3.38 -1.06 0.40
C 4.19 -1.78 1.51
H 2.58 -1.68 -0.03
H 2.91 -0.12 0.76
H 3.60 -2.57 1.99
H 5.09 -2.24 1.08
H 4.52 -1.06 2.27
C -0.40 -3.62 -0.02
C -1.56 -4.60 0.10
H -0.24 -3.08 0.92
H 0.53 -4.17 -0.22
H -2.44 -4.15 0.56
H -1.85 -5.03 -0.86
H -1.28 -5.45 0.74
C 0.57 -2.87 -2.65
C 0.06 -2.66 -4.07
H 0.83 -3.93 -2.49
H 1.50 -2.30 -2.52
H -0.88 -3.19 -4.26
H -0.09 -1.60 -4.30
H 0.79 -3.04 -4.80
C -2.24 -2.27 -1.89
C -3.15 -1.67 -0.82
H -2.56 -3.27 -2.19
H -2.22 -1.62 -2.77
H -3.99 -1.13 -1.28
H -3.57 -2.41 -0.14
H -2.62 -0.92 -0.20
N -0.16 -0.43 1.54
C -0.39 -0.46 2.69
C -0.91 -0.42 4.05
C -2.30 -0.42 4.24
C -2.85 -0.20 5.51
C -2.02 0.03 6.61
C -0.64 -0.09 6.44
C -0.08 -0.33 5.18
H -2.94 -0.57 3.38
H -3.93 -0.21 5.63
H -2.44 0.30 7.58
H 0.02 0.02 7.31
H 0.99 -0.44 5.05

---

9
Properties=species:S:1:pos:R:3 method="wB97M-V/def2-TZVPD" orbital_gap_ev=8.8459 e_lumo_ev=-0.3 e_homo_ev=-9.18 fmax_ha_per_bohr=0.07818 relative_energy_ev=5.8299
C -0.04 -1.83 0.43
C -0.63 0.85 -0.45
N 0.54 -0.83 0.59
N 0.75 0.42 0.59
N -0.25 1.44 -1.47
O -1.64 0.29 -0.07
F 1.13 1.44 -1.60
H -0.37 -2.81 0.54
H 0.51 1.03 1.42

---

19
Properties=species:S:1:pos:R:3 method="wB97M-V/def2-TZVPD" orbital_gap_ev=6.1242 e_lumo_ev=-0.7 e_homo_ev=-6.80 fmax_ha_per_bohr=0.08210 relative_energy_ev=5.7354
C 2.61 -0.07 0.48
C 1.34 0.70 0.11
C 0.05 -0.14 0.16
C -0.03 -1.31 0.92
C -0.66 -0.29 -1.54
C -1.08 0.55 -0.44
C -2.44 0.66 0.20
H 3.53 0.51 0.42
H 2.55 -0.45 1.50
H 2.73 -0.87 -0.25
H 1.50 1.18 -0.86
H 1.18 1.54 0.79
H 0.50 -1.35 1.85
H -0.76 -2.03 0.56
H -0.37 0.13 -2.50
H -1.03 -1.32 -1.60
H -2.45 0.20 1.18
H -3.26 0.34 -0.46
H -2.73 1.71 0.38

---

32
Properties=species:S:1:pos:R:3 method="wB97M-V/def2-TZVPD" orbital_gap_ev=10.3863 e_lumo_ev=0.3 e_homo_ev=-10.08 fmax_ha_per_bohr=0.06872 smiles=BrCCBr.CC#N.CC#N.CC#N.CC#N
Br 1.90 -1.12 -0.45
C 0.01 -1.66 -0.67
C -0.81 -0.86 0.41
Br -2.72 -1.31 0.13
H 0.02 -2.71 -0.35
H -0.14 -1.58 -1.74
H -0.62 0.20 0.26
H -0.56 -1.09 1.45
C 0.37 -1.97 5.73
C 0.88 -1.62 4.42
N 1.19 -1.33 3.32
H -0.38 -1.26 6.10
H 1.21 -1.98 6.42
H -0.01 -2.99 5.69
C -0.78 -2.41 -6.37
C -0.06 -1.81 -5.22
N 0.53 -1.42 -4.32
H -1.86 -2.47 -6.18
H -0.38 -3.41 -6.49
H -0.52 -1.92 -7.31
C 1.54 2.22 -0.98
C 2.25 3.28 -1.69
N 2.86 4.09 -2.27
H 1.05 2.53 -0.06
H 2.33 1.49 -0.80
H 0.74 1.82 -1.60
C -0.86 3.14 1.99
C -2.22 3.49 2.29
N -3.30 3.81 2.52
H -0.20 3.97 1.74
H -0.98 2.35 1.24
H -0.48 2.53 2.82

---

18
Properties=species:S:1:pos:R:3 method="wB97M-V/def2-TZVPD" orbital_gap_ev=9.7000 e_lumo_ev=1.0 e_homo_ev=-8.75 fmax_ha_per_bohr=0.02162 smiles="C[C@@H](C=O)N(C)C" relative_energy_ev=1.9393
C -0.20 -0.84 -1.75
C -0.45 -0.51 -0.27
C -0.42 -1.81 0.55
O 0.55 -2.44 0.87
N 0.50 0.43 0.31
C 0.49 1.67 -0.43
C 0.32 0.59 1.74
H -0.46 -1.88 -1.91
H 0.83 -0.57 -2.00
H -0.80 -0.19 -2.39
H -1.47 -0.16 -0.08
H -1.41 -2.17 0.91
H 0.91 1.48 -1.41
H -0.52 2.08 -0.57
H 1.18 2.39 0.00
H -0.71 0.58 2.11
H 0.78 1.53 2.06
H 0.90 -0.17 2.26

---

19
Properties=species:S:1:pos:R:3 method="wB97M-V/def2-TZVPD" orbital_gap_ev=10.4150 e_lumo_ev=-3.3 charge=+1 e_homo_ev=-13.69 fmax_ha_per_bohr=0.10882 smiles=CNCC[NH2+]C relative_energy_ev=2.8431
C 0.86 -1.91 -0.56
N 0.08 -1.23 0.56
C -1.17 -0.59 0.20
C -1.05 0.75 -0.63
N 0.31 1.17 -0.39
C 0.74 1.82 0.98
H 0.54 -3.01 -0.65
H 1.98 -1.69 -0.48
H 0.58 -1.60 -1.58
H -0.24 -1.91 1.28
H -1.99 -1.32 -0.26
H -1.63 -0.33 1.13
H -1.25 0.55 -1.74
H -1.70 1.54 -0.33
H 0.63 1.70 -1.32
H 1.00 0.35 -0.21
H -0.21 2.06 1.51
H 1.44 2.62 0.87
H 1.09 1.03 1.62

---

68
Properties=species:S:1:pos:R:3 method="wB97M-V/def2-TZVPD" orbital_gap_ev=10.9464 e_lumo_ev=0.6 e_homo_ev=-10.35 fmax_ha_per_bohr=0.11687 smiles="CCOP(=O)(OCC)OCC.CCOP(=O)(OCC)OCC.ClCCCl.ClCCCl"
C 1.38 -2.63 -0.72
C 0.00 -2.32 -0.22
O 0.09 -1.94 1.17
P -1.30 -1.71 1.97
O -2.45 -1.18 1.17
O -0.80 -0.80 3.23
C 0.24 -1.22 4.13
C 1.59 -0.76 3.82
O -1.58 -3.16 2.62
C -2.93 -3.52 3.04
C -3.05 -3.76 4.55
H 1.35 -3.17 -1.66
H 1.87 -1.69 -0.96
H 2.04 -3.17 -0.04
H -0.28 -1.50 -0.87
H -0.69 -3.15 -0.39
H -0.02 -0.85 5.12
H 0.23 -2.31 4.16
H 2.27 -1.00 4.63
H 2.00 -1.33 2.98
H 1.72 0.28 3.51
H -3.64 -2.78 2.68
H -3.19 -4.46 2.55
H -2.47 -4.62 4.88
H -2.70 -2.86 5.06
H -4.08 -3.80 4.91
C 4.46 0.10 -2.27
C 3.40 -0.24 -3.33
O 2.12 0.23 -2.95
P 0.85 0.24 -3.93
O 0.57 -1.10 -4.51
O -0.35 0.92 -2.97
C -1.56 1.12 -3.51
C -2.12 2.29 -2.69
O 1.14 1.43 -5.01
C 1.62 2.66 -4.56
C 1.91 3.48 -5.81
H 5.48 -0.23 -2.45
H 4.69 1.17 -2.20
H 4.18 -0.18 -1.26
H 3.64 0.15 -4.32
H 3.20 -1.31 -3.36
H -1.63 1.35 -4.58
H -2.23 0.27 -3.37
H -1.34 3.05 -2.67
H -3.00 2.74 -3.14
H -2.32 1.94 -1.67
H 0.97 3.22 -3.89
H 2.58 2.59 -4.05
H 1.28 3.23 -6.67
H 1.85 4.54 -5.60
H 2.94 3.37 -6.15
Cl -1.40 2.60 4.14
C -2.72 1.46 4.47
C -3.54 1.14 3.23
Cl -5.00 2.13 2.97
H -3.39 1.83 5.25
H -2.18 0.54 4.74
H -3.91 0.12 3.36
H -2.97 1.17 2.30
Cl -0.05 3.20 0.07
C 0.14 1.52 0.64
C 1.60 1.10 0.58
Cl 2.59 2.22 1.55
H -0.47 0.80 0.09
H -0.17 1.50 1.68
H 1.92 0.97 -0.45
H 1.66 0.09 0.98

---

56
Properties=species:S:1:pos:R:3 method="wB97M-V/def2-TZVPD" orbital_gap_ev=8.8376 e_lumo_ev=-2.2 charge=+1 e_homo_ev=-11.08 fmax_ha_per_bohr=0.05598 relative_energy_ev=0.5870
C 1.79 0.19 2.12
C 0.44 0.12 1.51
C 0.05 0.64 0.34
N 0.84 1.43 -0.49
N -0.55 -0.57 2.38
H 2.59 0.36 1.35
H 2.04 -0.75 2.63
H 1.98 1.11 2.87
H -0.99 0.54 0.00
H 1.86 1.34 -0.32
H 0.61 1.41 -1.47
H -0.12 -1.50 2.69
H -1.40 -0.74 1.83
H -0.79 0.07 3.16
H 2.53 0.45 -3.09
H 1.77 1.23 -4.16
O 1.69 0.82 -3.29
H 1.27 -3.20 -0.51
H -0.19 -3.28 -0.32
O 0.64 -3.65 0.03
H -3.13 3.55 2.07
H -1.73 3.27 1.60
O -2.56 2.85 1.89
H -2.40 1.70 3.14
H -2.26 1.48 4.67
O -2.18 1.04 3.83
H -2.66 1.70 -3.02
H -2.49 1.41 -1.47
O -2.04 1.42 -2.36
H 0.24 3.21 0.57
H -0.30 4.61 0.41
O -0.24 3.86 1.04
H -1.99 -3.08 -1.70
H -1.17 -1.79 -1.78
O -1.49 -2.52 -1.16
H -3.23 0.36 0.27
H -3.16 1.83 0.64
O -3.42 1.24 -0.10
H 4.43 1.76 -0.53
H 3.86 0.41 -1.08
O 3.75 1.07 -0.37
H 0.72 -3.20 1.68
H 0.44 -3.82 3.10
O 0.65 -3.01 2.63
H 4.58 -1.00 -2.92
H 3.29 -1.36 -2.27
O 3.81 -0.60 -2.49
H -3.61 -1.75 1.11
H -2.43 -1.72 0.07
O -2.82 -1.22 0.78
H 1.18 -1.70 -2.11
H 1.74 -2.90 -2.74
O 1.86 -2.34 -2.00
H 0.31 -0.17 -3.12
H -1.15 0.05 -2.69
O -0.48 -0.68 -2.82

---

13
Properties=species:S:1:pos:R:3 method="wB97M-V/def2-TZVPD" orbital_gap_ev=10.6084 e_lumo_ev=1.2 e_homo_ev=-9.43 fmax_ha_per_bohr=0.04894 smiles=C1N[C@H]1[C@H]1CO1 relative_energy_ev=4.5166
C -1.68 -0.27 0.01
N -1.15 1.16 0.33
C -0.50 0.30 -0.62
C 0.83 -0.38 -0.46
C 1.90 0.16 0.36
O 1.09 -0.92 0.82
H -1.42 -1.05 0.74
H -2.64 -0.32 -0.47
H -1.47 0.76 1.23
H -0.71 0.61 -1.65
H 1.08 -1.04 -1.30
H 2.93 -0.10 0.15
H 1.73 1.11 0.87

---

12
Properties=species:S:1:pos:R:3 method="wB97M-V/def2-TZVPD" orbital_gap_ev=10.1106 e_lumo_ev=0.4 e_homo_ev=-9.74 fmax_ha_per_bohr=0.05670 smiles="CC(=O)N=C(O)O" relative_energy_ev=0.9460
C -1.74 -0.41 -0.60
C -0.94 0.52 0.28
O -1.27 1.68 0.47
N 0.10 -0.09 0.94
C 1.24 0.08 0.38
O 1.50 0.68 -0.78
O 2.35 -0.41 0.91
H -1.08 -1.13 -1.09
H -2.48 -0.94 0.01
H -2.25 0.18 -1.37
H 2.46 0.66 -0.91
H 2.11 -0.83 1.76

---

14
Properties=species:S:1:pos:R:3 method="wB97M-V/def2-TZVPD" orbital_gap_ev=7.7398 e_lumo_ev=-5.4 charge=+1 e_homo_ev=-13.16 fmax_ha_per_bohr=0.07808 smiles="[H]/N=C(/[NH3+])N(N)N=C=S" relative_energy_ev=3.9984
H -0.45 2.27 -0.92
N -0.99 1.39 -1.24
C -0.57 0.31 -0.78
N -1.59 -0.82 -0.89
N 0.57 -0.10 -0.12
N 0.55 -1.30 0.48
N 1.20 1.46 0.39
C 2.13 1.36 1.17
S 3.34 1.63 2.09
H -2.39 -0.72 -1.52
H -1.09 -1.76 -0.85
H -2.20 -0.79 0.05
H 0.03 -1.48 1.31
H 1.46 -1.47 0.85

---

75
Properties=species:S:1:pos:R:3 method="wB97M-V/def2-TZVPD" orbital_gap_ev="7.2641 / 7.2630" e_lumo_ev="-0.6 / -0.6" spin_multiplicity=3 e_homo_ev="-7.87 / -7.86" fmax_ha_per_bohr=0.04482 relative_energy_ev=0.0000
Tm -0.44 0.26 -0.41
C -1.49 4.56 0.46
N -0.04 4.41 0.44
C 0.84 5.37 -0.03
C 2.08 4.90 0.23
N 1.96 3.68 0.86
B 3.17 2.99 1.58
N 3.39 1.46 1.21
C 4.24 0.73 2.02
C 4.49 -0.45 1.42
N 3.78 -0.44 0.24
C 3.87 -1.48 -0.78
C 3.11 0.74 0.12
S 2.08 1.13 -1.21
C 0.66 3.40 1.00
S 0.01 1.99 1.73
H -1.88 4.69 -0.54
H -1.74 5.43 1.07
H -1.92 3.67 0.91
H 0.51 6.26 -0.53
H 3.05 5.32 0.01
H 4.16 3.60 1.23
H 2.99 3.03 2.78
H 4.59 1.12 2.96
H 5.09 -1.29 1.73
H 3.77 -2.46 -0.30
H 4.82 -1.42 -1.29
H 3.07 -1.34 -1.50
Cl 0.22 -3.18 -4.03
C 0.70 -3.45 -2.40
C 1.27 -4.66 -2.04
C 1.67 -4.89 -0.74
Cl 2.38 -6.42 -0.33
C 1.53 -3.90 0.27
C 1.92 -4.04 1.61
C 1.74 -2.98 2.48
C 1.18 -1.80 2.02
N 0.79 -1.64 0.75
C 0.96 -2.67 -0.12
C 0.51 -2.42 -1.45
O -0.03 -1.27 -1.71
H 1.40 -5.43 -2.79
H 2.36 -4.97 1.94
H 2.04 -3.05 3.52
H 1.05 -0.94 2.67
F -0.01 0.93 -3.43
C -0.63 2.04 -3.84
F -1.20 1.83 -5.02
F 0.23 3.04 -3.91
S -1.91 2.46 -2.58
O -1.20 2.10 -1.33
O -2.26 3.82 -2.76
N -3.14 1.51 -2.83
S -3.03 -0.02 -2.39
O -2.60 -0.15 -0.98
O -2.41 -0.87 -3.35
C -4.80 -0.49 -2.37
F -5.45 0.19 -1.44
F -4.84 -1.79 -2.10
F -5.33 -0.26 -3.56
C -2.47 -2.94 0.46
C -2.48 -2.17 1.76
O -1.87 -0.87 1.66
C -2.37 -0.02 2.71
C -3.56 0.79 2.24
H -2.83 -3.95 0.65
H -1.47 -3.02 0.04
H -3.12 -2.48 -0.28
H -1.95 -2.73 2.54
H -3.51 -2.04 2.09
H -1.57 0.63 3.03
H -2.63 -0.66 3.57
H -3.29 1.38 1.37
H -3.87 1.47 3.03
H -4.41 0.15 1.98

---

13
Properties=species:S:1:pos:R:3 method="wB97M-V/def2-TZVPD" orbital_gap_ev="8.0085 / 4.3476" e_lumo_ev="3.0 / 2.6" charge=-1 e_homo_ev="-4.98 / -1.75" fmax_ha_per_bohr=0.06080 relative_energy_ev=1.8670
C 0.19 0.66 0.91
C 0.46 -1.56 0.04
C 1.05 -0.17 0.05
O -1.24 0.92 -2.82
O -2.47 1.42 -0.74
S -1.54 1.94 -1.80
Br 2.88 -0.45 0.76
H 0.23 0.27 1.89
H 0.50 1.69 1.20
H -0.74 0.77 0.40
H -0.53 -1.39 -0.39
H 0.16 -1.80 1.04
H 1.05 -2.29 -0.53

---

37
Properties=species:S:1:pos:R:3 method="wB97M-V/def2-TZVPD" orbital_gap_ev=9.3041 e_lumo_ev=0.6 e_homo_ev=-8.73 fmax_ha_per_bohr=0.05268 smiles="N[C@@H](Cc1c[nH]cn1)C(=O)N[C@@H](Cc1c[nH]cn1)C(=O)O" relative_energy_ev=0.8949
N -0.96 -2.13 1.36
C -0.60 -2.70 0.08
C -1.73 -2.50 -0.92
C -2.09 -1.04 -1.31
C -2.68 -0.19 -0.47
N -2.76 1.02 -1.09
C -2.19 0.85 -2.33
N -1.74 -0.38 -2.50
C 0.65 -2.02 -0.40
O 1.53 -2.66 -0.97
N 0.77 -0.69 -0.14
C 1.81 0.12 -0.72
C 1.32 1.57 -0.81
C 0.94 2.07 0.58
C 1.68 2.76 1.50
N 0.88 2.96 2.59
C -0.34 2.47 2.25
N -0.34 1.91 1.04
C 3.19 0.01 -0.11
O 3.93 0.95 0.05
O 3.56 -1.25 0.24
H -0.27 -2.45 2.03
H -1.89 -2.48 1.69
H -0.35 -3.76 0.14
H -2.67 -2.94 -0.50
H -1.44 -3.08 -1.82
H -3.07 -0.20 0.56
H -3.22 1.90 -0.81
H -2.10 1.68 -2.98
H 0.11 -0.30 0.51
H 1.94 -0.34 -1.76
H 0.43 1.58 -1.47
H 2.11 2.24 -1.18
H 2.74 3.04 1.51
H 1.11 3.32 3.49
H -1.23 2.57 2.86
H 2.96 -1.91 -0.17

---

27
Properties=species:S:1:pos:R:3 method="wB97M-V/def2-TZVPD" orbital_gap_ev="8.1129 / 8.0901" e_lumo_ev="-0.2 / 0.0" e_homo_ev="-8.28 / -8.06" fmax_ha_per_bohr=0.09780 relative_energy_ev=0.0000
C -1.45 1.74 -0.13
C -2.25 0.79 0.32
C 2.92 -0.66 -0.09
C -0.28 -0.95 0.56
C -1.76 -0.63 0.18
C 0.53 0.29 0.56
C -3.64 1.09 0.89
C -2.14 -1.01 -1.35
C 5.28 -0.47 -0.16
O 2.62 -1.58 -0.80
O 0.91 2.47 -1.02
O 3.99 -0.13 0.41
S 0.12 1.21 -0.91
Cl 0.69 1.14 2.06
H -1.55 2.75 -0.20
H -0.24 -1.39 1.53
H 0.12 -1.74 -0.01
H -2.20 -1.41 0.75
H -3.77 2.12 0.69
H -3.58 0.82 1.93
H -4.58 0.66 0.42
H -1.60 -1.88 -1.56
H -1.84 -0.31 -2.13
H -3.19 -1.20 -1.43
H 5.91 0.36 0.21
H 5.22 -0.75 -1.14
H 5.74 -1.32 0.43